Here is 2 unconnected molecules or ions with the total composition CFNO2 at a distorted geometry from OMol25. Energies are from ωB97M-V with the def2-TZVPD basis set.

Atoms and positions in Å:
C -0.9952 0.0790 0.0269
N 0.0221 -0.5414 -0.0299
O -1.8424 0.8511 -0.0098
O 0.7751 -1.4631 0.0070
F 2.0404 1.0743 0.0059

Results
HOMO energy (spin up / spin down): -10.0126 / -10.2635 eV
energy above the lowest of the compared OMol25 structures with the same formula, charge and spin: 92.6 kcal per mole
frontier orbital gap (spin up / spin down): 7.59 / 6.19 eV